{
  "formula": "C30H43N8O2S",
  "method": "the ωB97M-V functional and the def2-TZVPD basis",
  "charge": -1,
  "fmax_ha_per_bohr": 0.143,
  "e_lumo_ev": 2.14,
  "symbols": ["C", "C", "C", "C", "N", "N", "C", "S", "C", "O", "O", "H", "H", "H", "H", "H", "H", "H", "H", "H", "H", "H", "H", "H", "N", "C", "C", "C", "C", "H", "H", "H", "H", "H", "N", "C", "C", "C", "C", "H", "H", "H", "H", "H", "N", "C", "C", "C", "C", "H", "H", "H", "H", "H", "N", "C", "C", "C", "C", "H", "H", "H", "H", "H", "N", "C", "C", "C", "C", "H", "H", "H", "H", "H", "N", "C", "C", "C", "C", "H", "H", "H", "H", "H"],
  "xyz": [[3.1330, 2.0910, 3.5678], [2.3994, 1.3880, 2.2574], [0.8286, 1.9243, 2.2294], [-0.1779, 0.8481, 3.0186], [-1.5919, 1.1573, 2.5210], [-2.3600, 1.7360, 3.5187], [-2.7324, 3.1716, 3.2220], [-2.0213, 4.2098, 4.6599], [-2.0913, 3.7882, 1.8456], [-2.3734, 3.4152, 0.5941], [-1.1214, 4.9261, 1.9783], [4.2204, 2.4461, 3.2483], [3.1803, 1.2850, 4.4462], [2.5181, 3.0211, 3.9877], [2.4049, 0.2186, 2.3180], [2.9502, 1.7255, 1.2754], [0.4237, 2.0363, 1.1208], [0.6757, 2.9494, 2.7886], [-0.0535, 1.0248, 4.1760], [0.1805, -0.2347, 2.7166], [-2.0523, 0.2778, 2.1416], [-3.2810, 1.2042, 3.5676], [-3.9003, 3.2999, 3.1741], [-0.6303, 3.8905, 4.6845], [-2.2851, -1.4500, 4.9413], [-2.4952, -1.6837, 6.2754], [-2.4436, -3.0441, 6.4825], [-2.1875, -3.6518, 5.2302], [-2.0913, -2.6440, 4.2969], [-2.2739, -0.5390, 4.5014], [-2.6645, -0.8643, 6.9611], [-2.5749, -3.5446, 7.4331], [-2.0838, -4.7106, 5.0308], [-1.9034, -2.6744, 3.2319], [3.2119, 1.7810, -1.8200], [3.8988, 2.9670, -1.8287], [5.1740, 2.7169, -2.2842], [5.2573, 1.3323, -2.5657], [4.0307, 0.7794, -2.2728], [2.2509, 1.6634, -1.5263], [3.4232, 3.8846, -1.5094], [5.9591, 3.4525, -2.4022], [6.1190, 0.7964, -2.9422], [3.6719, -0.2385, -2.3464], [1.0943, 0.0297, -3.2765], [0.3756, 0.1406, -4.4382], [-0.3319, -1.0276, -4.6143], [-0.0338, -1.8705, -3.5170], [0.8468, -1.1914, -2.7051], [1.7101, 0.7383, -2.8993], [0.4301, 1.0383, -5.0394], [-0.9922, -1.2484, -5.4428], [-0.4206, -2.8654, -3.3380], [1.3184, -1.4723, -1.7728], [-4.4180, -5.4502, 1.6940], [-3.9876, -4.1686, 1.9199], [-3.6959, -3.5967, 0.7017], [-3.9655, -4.5654, -0.2943], [-4.4128, -5.6993, 0.3462], [-4.6968, -6.1087, 2.4098], [-3.9244, -3.7750, 2.9255], [-3.3297, -2.5900, 0.5471], [-3.8468, -4.4483, -1.3637], [-4.7258, -6.6599, -0.0406], [-0.1435, 5.5838, -0.5752], [0.2870, 6.8653, -0.3493], [0.5787, 7.4372, -1.5675], [0.3091, 6.4685, -2.5635], [-0.1383, 5.3347, -1.9230], [-0.4222, 4.9253, 0.1406], [0.3502, 7.2589, 0.6563], [0.9448, 8.4439, -1.7221], [0.4278, 6.5856, -3.6329], [-0.4512, 4.3740, -2.3098], [1.1852, -4.5816, -5.4458], [1.2920, -4.7120, -6.8060], [1.9426, -5.8965, -7.0702], [2.2332, -6.5047, -5.8257], [1.7517, -5.6727, -4.8398], [0.7548, -3.8026, -4.9645], [0.8983, -3.9520, -7.4676], [2.1810, -6.2815, -8.0532], [2.7386, -7.4484, -5.6659], [1.7650, -5.7628, -3.7618]]
}

{
  "formula": "C4H8N3",
  "method": "the ωB97M-V functional and the def2-TZVPD basis",
  "charge": 1,
  "fmax_ha_per_bohr": 0.083,
  "de_lowest_kj_mol": 621.5,
  "e_lumo_ev": -6.35,
  "symbols": ["C", "C", "C", "C", "N", "N", "N", "H", "H", "H", "H", "H", "H", "H", "H"],
  "xyz": [[2.5640, 0.9025, 0.2398], [1.1511, 0.9518, -0.2640], [-1.6703, -0.9634, 0.0120], [-1.2106, 0.5157, 0.0543], [3.2564, -0.0984, 0.0020], [3.6354, -1.0921, -0.5086], [0.2570, 0.3593, 0.3393], [2.8292, 1.7947, 0.7897], [0.9471, 1.7173, -0.9118], [-0.9622, -1.7429, -0.0613], [-2.3604, -0.9995, -0.7482], [-2.2050, -1.2571, 0.8738], [-1.6803, 1.1535, 0.7764], [-1.0984, 1.0255, -0.9602], [3.7475, -1.9508, 0.0860]]
}